{
  "formula": "C26H42N5O3PbSbSe2",
  "method": "ωB97M-V/def2-TZVPD",
  "elements": ["Pb", "O", "H", "H", "N", "C", "C", "C", "C", "N", "C", "C", "H", "H", "H", "H", "N", "C", "C", "O", "O", "H", "H", "H", "H", "H", "Se", "C", "C", "C", "N", "C", "C", "H", "H", "H", "H", "Se", "C", "N", "C", "C", "C", "C", "Sb", "C", "C", "C", "C", "C", "C", "C", "C", "H", "H", "H", "H", "H", "H", "H", "H", "H", "H", "H", "H", "H", "H", "H", "H", "H", "H", "H", "H", "H", "H", "H", "H", "H", "H", "H"],
  "xyz": [[-0.117081, 1.483864, -0.686231], [2.529238, 1.737438, -0.132666], [2.542921, 2.162699, 0.733746], [2.715981, 2.442235, -0.773143], [-6.999354, 5.462002, -0.116585], [-6.016438, 4.874932, -0.194139], [-4.779470, 4.135658, -0.295286], [-4.783142, 2.835389, -0.780837], [-3.576987, 2.163304, -0.859754], [-2.420515, 2.717737, -0.490520], [-2.424888, 3.968629, -0.023086], [-3.580849, 4.717828, 0.092751], [-5.701466, 2.355763, -1.086435], [-3.529726, 1.144677, -1.222325], [-1.469475, 4.382317, 0.271397], [-3.544351, 5.726506, 0.477823], [-2.812420, -0.982102, 3.415614], [-2.057774, -0.446228, 2.291440], [-2.787601, -0.675789, 0.985494], [-4.061533, -1.025920, 1.111018], [-2.262126, -0.515155, -0.092957], [-2.508630, -1.917851, 3.654967], [-4.210417, -1.089895, 2.084627], [-2.704859, -0.398697, 4.235254], [-1.042381, -0.836980, 2.179358], [-1.971603, 0.635077, 2.406753], [0.714136, 3.734941, -2.186759], [0.617443, 5.281494, -1.069031], [0.154271, 6.480017, -1.606104], [0.087631, 7.602996, -0.796424], [0.433118, 7.620476, 0.490810], [0.871689, 6.469721, 0.998565], [0.985686, 5.292917, 0.273388], [-0.153919, 6.533413, -2.641629], [-0.268847, 8.542213, -1.205468], [1.147114, 6.484117, 2.047569], [1.330377, 4.394083, 0.766521], [-0.848300, 2.539494, 4.277206], [-0.322306, 2.374956, 2.596237], [-0.005408, 2.226077, 1.477820], [-0.815063, -4.025130, 1.108751], [-0.104847, -4.038767, -0.246554], [0.655774, -5.356682, -0.392934], [-1.166299, -3.955655, -1.346433], [1.052686, -2.164495, -0.336841], [2.674537, -2.481761, 1.123707], [3.880063, -1.622430, 0.744959], [3.139392, -3.918755, 1.331622], [2.097352, -1.939486, 2.435317], [1.949791, -2.186134, -2.352775], [0.811988, -1.841777, -3.317527], [2.608354, -3.495015, -2.772260], [2.969093, -1.048869, -2.441313], [-1.431487, -4.926323, 1.208604], [-1.479356, -3.162105, 1.200570], [-0.113245, -4.014033, 1.945050], [-0.067581, -6.163093, -0.565137], [1.211850, -5.612991, 0.506242], [1.352311, -5.360255, -1.228626], [-1.937190, -4.712781, -1.160111], [-0.741721, -4.166670, -2.327933], [-1.660966, -2.981497, -1.381945], [4.467402, -2.089920, -0.045276], [4.534971, -1.525047, 1.619202], [3.608059, -0.615586, 0.421609], [3.427775, -4.406511, 0.399315], [2.375060, -4.527712, 1.814408], [4.016165, -3.920520, 1.990884], [1.827779, -0.882993, 2.354515], [2.844963, -2.030056, 3.232085], [1.209409, -2.487807, 2.758041], [0.047269, -2.613374, -3.367743], [1.220867, -1.713994, -4.326579], [0.319044, -0.903655, -3.046570], [1.878509, -4.294722, -2.900289], [3.361682, -3.826912, -2.054688], [3.111847, -3.359662, -3.737503], [2.583745, -0.108184, -2.039897], [3.217950, -0.879149, -3.495413], [3.894320, -1.273849, -1.919523]],
  "forces_ev_per_a": [[-0.086, -0.174, -0.410], [0.050, -0.095, 0.031], [0.003, -0.008, 0.024], [-0.095, 0.059, -0.008], [-0.039, 0.015, 0.003], [0.164, -0.083, -0.013], [-0.184, 0.110, 0.016], [-0.003, -0.061, -0.020], [0.042, 0.037, -0.053], [0.003, 0.017, 0.108], [-0.011, -0.065, 0.006], [0.039, 0.033, 0.017], [0.002, -0.001, -0.001], [-0.003, -0.007, 0.013], [0.001, -0.004, 0.014], [0.003, 0.001, -0.001], [-0.022, -0.067, -0.016], [-0.002, -0.051, 0.040], [-0.014, 0.031, 0.033], [0.065, 0.014, 0.029], [-0.128, 0.035, -0.070], [-0.004, 0.030, 0.026], [0.023, -0.030, -0.038], [0.006, 0.040, -0.018], [0.007, 0.021, 0.005], [-0.009, -0.046, 0.005], [0.071, 0.005, 0.095], [-0.049, 0.041, 0.003], [-0.004, -0.028, 0.000], [0.008, 0.022, 0.047], [-0.011, -0.076, -0.046], [-0.009, 0.048, -0.003], [0.004, -0.025, -0.003], [0.002, 0.018, -0.001], [-0.004, 0.007, -0.011], [0.001, -0.007, 0.012], [0.022, 0.009, -0.002], [0.015, 0.025, -0.041], [-0.054, -0.058, 0.044], [0.146, 0.227, 0.118], [-0.029, -0.014, -0.001], [-0.012, -0.025, -0.022], [-0.023, -0.014, 0.031], [-0.027, -0.015, 0.022], [0.045, 0.085, 0.037], [0.027, 0.008, -0.003], [0.018, -0.007, -0.010], [0.003, 0.011, 0.039], [0.026, 0.009, 0.036], [0.024, -0.011, 0.010], [0.004, 0.007, -0.034], [0.014, 0.023, -0.040], [-0.019, 0.005, -0.014], [-0.005, 0.009, -0.007], [0.010, 0.023, 0.007], [0.003, -0.019, 0.005], [0.003, 0.001, 0.017], [0.009, 0.011, -0.016], [-0.018, -0.003, -0.014], [0.008, -0.004, -0.005], [-0.001, -0.008, -0.005], [0.000, 0.000, 0.010], [0.011, -0.003, -0.047], [0.005, -0.009, -0.012], [-0.025, 0.008, 0.024], [0.004, 0.005, -0.008], [-0.010, -0.001, -0.007], [-0.011, -0.003, 0.006], [-0.001, -0.001, -0.012], [-0.002, -0.003, -0.009], [-0.009, 0.003, 0.005], [-0.014, -0.010, -0.003], [-0.003, -0.008, 0.006], [0.007, 0.004, 0.007], [0.001, 0.005, 0.004], [0.003, -0.001, 0.008], [-0.009, -0.004, -0.001], [-0.017, 0.008, 0.009], [0.006, 0.000, 0.013], [0.057, -0.020, 0.042]],
  "max_force_ha_per_bohr": 0.00882,
  "lumo_energy_ev": -0.66,
  "homo_lumo_gap_ev": 7.2,
  "total_energy_ev": -183715.0700,
  "e_homo_ha": -0.287,
  "total_charge": 0
}